1.
Formula: C5H25N2O5S
Source: OMol25
Level of theory: ωB97M-V/def2-TZVPD

The geometry in XYZ format:
```
38
C5H25N2O5S ωB97M-V/def2-TZVPD
S -0.44 4.00 -0.65
O 1.55 -1.72 0.57
O 3.57 0.58 -0.90
O 0.33 -1.11 -2.13
O -0.76 1.33 -2.86
O 3.04 -1.90 -1.62
N 0.45 0.76 -0.33
N -1.16 -0.95 1.38
C -1.59 0.33 0.84
C -2.26 -1.93 1.39
C -1.33 2.61 0.11
C -0.70 -0.77 2.76
C -0.52 1.40 0.59
H -2.01 0.04 -0.13
H -0.86 3.81 -1.91
H -1.44 -0.23 3.37
H -1.71 3.10 1.01
H 3.03 -1.09 -1.08
H -0.54 0.53 -3.36
H 4.12 0.61 -1.69
H 1.30 1.29 -0.53
H -2.18 -2.67 2.19
H 0.48 -2.05 -2.08
H -0.46 -1.68 3.33
H 0.95 -0.07 0.02
H 4.17 0.32 -0.19
H 0.23 -0.19 2.80
H -2.33 -2.43 0.43
H 1.90 -1.72 1.49
H 1.16 -0.82 -2.49
H 0.01 1.72 1.49
H -2.23 2.25 -0.40
H 0.66 -1.98 0.90
H -2.52 0.75 1.28
H 2.96 -2.69 -1.09
H -1.70 1.49 -2.91
H 0.03 0.51 -1.23
H -3.21 -1.43 1.63
```

frontier orbital gap	9.63	eV
M	225.33	g/mol
net charge	+1
LUMO level	-2.7	eV

2.
Formula: C5H25NO7S
Source: OMol25
Level of theory: ωB97M-V/def2-TZVPD

The geometry in XYZ format:
```
39
C5H25NO7S ωB97M-V/def2-TZVPD
S 0.09 1.03 2.63
O -1.06 -2.71 0.15
O -0.62 1.49 -0.91
O -3.60 0.09 2.32
O 1.01 -0.27 -2.33
O -1.29 -2.25 -3.39
O -3.14 -0.21 -0.62
O 0.74 3.90 -1.83
N 3.27 -2.02 0.06
C 1.20 -0.80 0.68
C -0.39 2.75 2.17
C 1.73 -1.36 -1.73
C 1.41 0.47 1.48
C 2.31 -1.00 -0.32
H -1.47 2.71 2.10
H 2.64 -1.59 -2.29
H 2.24 0.36 2.19
H 4.24 -1.75 0.06
H 0.11 2.98 1.23
H -2.70 0.16 2.64
H 0.82 3.00 -2.14
H 1.70 0.18 -2.80
H -2.59 -0.82 -1.14
H 2.88 -0.09 -0.50
H -3.53 -0.84 0.01
H -1.43 1.10 -1.21
H 0.90 -1.62 1.34
H -1.92 -2.97 -3.32
H 1.81 1.27 0.86
H -0.90 -2.08 0.83
H -0.13 0.69 -0.72
H -0.18 4.06 -1.63
H 0.20 -0.75 0.23
H -0.65 -2.24 -2.68
H 1.08 -2.23 -1.66
H -3.70 0.89 1.80
H -0.76 -3.62 0.21
H -0.10 3.50 2.90
H 3.14 -2.94 -0.33
```

frontier orbital gap	8.83	eV
M	243.32	g/mol
net charge	0
LUMO level	0.2	eV
structure (SMILES)	CSCC[C@@H](N)CO.O.O.O.O.O.O

3.
Formula: C5H25NO9
Source: OMol25
Level of theory: ωB97M-V/def2-TZVPD

The geometry in XYZ format:
```
40
C5H25NO9 ωB97M-V/def2-TZVPD
O -2.38 -1.39 4.34
O 3.84 -0.29 -2.14
O -2.00 0.22 -0.57
O 1.48 -1.53 -2.36
O -2.49 -0.89 1.29
O 3.29 2.24 -1.32
O -1.15 -1.72 -2.86
O -0.41 1.61 -2.48
O -2.23 -3.12 -0.82
N 0.46 0.15 1.17
C 1.33 -0.87 1.80
C -0.71 2.17 1.25
C -2.09 0.21 0.63
C 0.44 1.46 1.88
C -2.08 1.42 1.55
H 0.42 1.28 2.99
H 0.72 -1.55 2.40
H -1.43 -1.32 4.20
H 1.49 1.80 1.88
H 2.26 -1.30 -1.85
H -0.22 -1.71 -2.51
H 2.11 -0.50 2.47
H -0.76 2.21 0.15
H -2.67 -1.06 3.48
H 4.11 0.58 -1.78
H -0.50 1.12 -3.31
H -2.96 2.05 1.36
H 3.92 0.05 -3.04
H -1.22 -2.26 -3.64
H 2.34 2.09 -1.26
H -2.84 -2.74 -1.46
H -1.45 -2.57 -1.03
H -2.52 -1.73 0.81
H -2.04 1.18 2.62
H 1.59 -1.61 -3.30
H -0.71 3.22 1.58
H -1.14 1.14 -2.03
H 0.81 0.20 0.22
H 1.88 -1.42 1.03
H 3.49 3.17 -1.36
```

frontier orbital gap	9.27	eV
M	243.25	g/mol
net charge	0
LUMO level	0.2	eV
structure (SMILES)	CNCCCC(=O)O.O.O.O.O.O.O.O

no.,HOMO energy (eV),F_max (eV Å⁻¹)
1,-12.3107,2.14
2,-8.6331,2.48
3,-9.1016,2.89